[1]
C27H88N26O15 | ωB97M-V/def2-TZVPD

Cartesian coordinates (Å):
C  0.83786  -0.70728  -1.08156
C  0.57591  0.03481  0.27216
C  -0.39843  -0.71366  1.20238
O  -1.72605  -0.66279  0.62516
C  -2.73171  -1.02239  1.55682
N  1.84629  0.26802  0.92609
H  0.98555  -1.75964  -0.83900
H  1.59201  -0.33549  -1.77520
H  -0.03084  -0.66674  -1.73869
H  0.11859  1.00997  0.10478
H  -0.36237  -0.24456  2.18561
H  -0.04428  -1.72563  1.39886
H  -2.62427  -2.00445  2.01739
H  -3.74925  -0.85407  1.20414
H  -2.74878  -0.34553  2.41102
H  2.31514  0.86782  0.26236
H  2.38727  -0.56981  1.08577
C  -4.82766  3.46295  2.76187
C  -3.30160  3.30996  2.43783
C  -2.73734  4.10498  1.24015
O  -3.46559  3.95483  0.00770
C  -3.51821  2.60388  -0.44807
N  -2.54706  3.77280  3.59551
H  -5.13912  2.91957  3.65397
H  -5.51207  3.01130  2.04376
H  -5.16141  4.47231  3.00250
H  -3.21768  2.23189  2.30063
H  -1.66193  3.98675  1.10748
H  -2.72072  5.11293  1.65471
H  -2.56708  2.12155  -0.22265
H  -3.68345  2.63410  -1.52505
H  -4.29251  2.07955  0.11196
H  -1.66946  3.27581  3.54138
H  -2.35772  4.76408  3.55547
C  0.95289  2.39849  -3.41920
C  1.28015  2.99578  -4.81515
C  2.61144  3.71969  -4.92557
O  2.53098  4.84986  -4.01076
C  3.72071  5.62018  -4.02929
N  1.28029  1.77765  -5.58877
H  1.35796  1.40909  -3.20685
H  -0.13071  2.33433  -3.32024
H  1.19564  3.05861  -2.58648
H  0.47781  3.59495  -5.24568
H  2.81552  3.97096  -5.96639
H  3.50599  3.12319  -4.74646
H  3.64924  6.31490  -3.19242
H  3.97668  6.17183  -4.93387
H  4.58685  4.99034  -3.82634
H  2.12678  1.28390  -5.34434
H  1.55448  2.05268  -6.52112
C  5.14568  -1.21910  -6.12873
C  3.81837  -0.62107  -5.61246
C  3.04399  -1.59620  -4.73148
O  2.49290  -2.75841  -5.42131
C  1.52286  -3.31222  -4.63636
N  4.06675  0.54455  -4.80000
H  4.84850  -1.75671  -7.02916
H  5.66295  -1.92882  -5.48310
H  5.86069  -0.49314  -6.51583
H  3.16148  -0.36717  -6.44441
H  2.29497  -1.08161  -4.12958
H  3.73737  -1.90986  -3.95114
H  0.52241  -2.89947  -4.76611
H  1.88893  -3.53807  -3.63482
H  1.31189  -4.28665  -5.07689
H  4.47511  0.20958  -3.93911
H  4.84800  0.89078  -5.33840
C  -3.20287  -1.92812  -3.02336
O  -3.81802  -2.58605  -3.85249
N  -3.53783  -0.71385  -2.68533
N  -2.17261  -2.31639  -2.22377
H  -4.21529  -0.20421  -3.23433
H  -2.97659  -0.28662  -1.96243
H  -1.74379  -1.62666  -1.62337
H  -1.55993  -3.08855  -2.44398
C  5.18352  -1.01102  -1.59760
O  5.36588  -0.31879  -2.57673
N  5.44771  -2.27897  -1.53399
N  4.76576  -0.56884  -0.41886
H  5.23198  -2.76575  -0.67573
H  5.77500  -2.79564  -2.33775
H  4.51540  0.38294  -0.19186
H  4.64343  -1.37184  0.18141
C  0.88382  3.50685  2.20070
O  0.49924  4.46155  2.81942
N  0.65439  2.27330  2.61177
N  1.49209  3.57105  1.05596
H  0.87082  1.42860  2.10212
H  0.53661  2.10605  3.60084
H  1.35036  4.35477  0.43484
H  2.04585  2.82980  0.65100
C  0.35688  -1.71724  4.74284
O  0.55848  -2.85208  4.49476
N  1.19949  -0.78575  4.50447
N  -0.80899  -1.18774  4.83034
H  2.06701  -1.12536  4.11437
H  0.97114  0.15228  4.80122
H  -1.56821  -1.75617  5.17758
H  -0.95322  -0.19162  4.74641
C  4.21880  0.75915  3.92099
O  4.19903  -0.41936  3.61891
N  4.96600  1.24198  4.83068
N  3.51724  1.60840  3.29491
H  5.62524  0.57761  5.21031
H  5.01974  2.24727  4.91200
H  2.81048  1.33911  2.62554
H  3.74263  2.59235  3.32899
C  -6.59141  -1.43769  -1.07907
O  -7.28385  -0.46519  -1.25094
N  -5.95988  -1.77632  0.02845
N  -6.46683  -2.36074  -2.01393
H  -6.08905  -1.27088  0.89329
H  -5.53735  -2.69026  0.10762
H  -5.69405  -2.99549  -1.87245
H  -6.84528  -2.27703  -2.94659
C  4.55982  3.08091  -0.51601
O  3.88976  2.11795  -0.18718
N  5.69225  3.01594  -1.07922
N  4.35793  4.28348  -0.07822
H  6.33783  3.78917  -1.00542
H  6.09772  2.10496  -1.23987
H  5.08916  4.91586  -0.37062
H  3.61440  4.46514  0.58076
C  -5.76659  -4.05858  3.40642
O  -6.88595  -4.36420  3.19138
N  -5.20985  -2.87314  3.26017
N  -4.85561  -4.87340  3.90367
H  -5.72108  -2.05255  2.96797
H  -4.29835  -2.75336  3.67841
H  -5.07246  -5.82351  4.16894
H  -4.10408  -4.36688  4.34947
C  -7.22678  0.50125  2.33184
O  -6.45586  -0.42723  2.29940
N  -7.80462  1.00504  3.36844
N  -7.59522  1.16413  1.29134
H  -8.36826  1.82620  3.20083
H  -7.61444  0.62339  4.28402
H  -7.22555  0.86129  0.40155
H  -7.96328  2.09474  1.42773
C  2.74048  -3.38349  1.11362
O  3.75741  -3.45006  0.53971
N  1.60290  -3.96325  0.85208
N  2.54574  -2.66091  2.20525
H  1.54245  -4.40250  -0.05539
H  0.80335  -3.93987  1.46874
H  3.28834  -2.01420  2.42974
H  1.75714  -2.81325  2.81763
C  -0.40690  -5.94101  2.51853
O  -1.08219  -6.40662  1.61435
N  -0.79330  -4.97290  3.33642
N  0.72245  -6.29850  2.86251
H  -0.08771  -4.42919  3.81247
H  -1.70552  -4.60609  3.10529
H  1.20694  -6.04181  3.71073
H  1.09120  -7.12610  2.41618

Cartesian forces (eV/Å) of the 3 atoms listed first:
C -1.5 0.0 0.2
C -0.2 -1.1 -1.0
C -0.1 0.5 -0.6

Energy relative to the best compared isomer or geometry (same formula, charge and spin): 96.58 kJ/mol
Total charge: -1
LUMO level (alpha / beta): 1.58 / 1.52 eV
Gap between HOMO and LUMO (alpha / beta): 1.88 / 8.25 eV
⟨S²⟩: 0.751
Highest occupied orbital energy (alpha / beta): -0.011 / -0.247 Ha
2S+1: 2

Atomic partial charges in e from the Mulliken method, atoms 1 to 2: C -1.62; C 0.89



[2]
C6H19GdINO4P3 | ωB97M-V/def2-TZVPD

Cartesian coordinates (Å):
C  -2.76422  1.51665  0.04592
C  -2.28507  0.66341  -1.20451
C  -1.44522  -0.63042  -0.90325
I  -2.32226  -1.51761  0.92001
P  0.38674  -0.62858  -0.78330
C  1.49739  -0.42475  0.74261
C  0.89338  0.44271  1.91032
C  0.57585  -0.37635  3.21509
O  1.89270  1.39218  2.26812
P  0.34916  -2.87675  -0.29335
O  -0.60507  -3.70396  -1.19212
P  0.73400  1.46336  -1.46739
N  2.37234  1.74288  -1.46732
O  0.27881  1.73656  -3.06193
O  0.12574  2.59946  -0.45221
H  -2.01881  1.56525  0.85236
H  -2.86542  2.55350  -0.34213
H  -3.77202  1.22688  0.37274
H  -3.25213  0.26683  -1.58792
H  -1.93661  1.30705  -2.03149
H  -1.72888  -1.37487  -1.67996
H  1.12620  -1.04117  -1.96133
H  1.73980  -1.42320  1.18119
H  2.48336  0.01017  0.47889
H  0.00350  1.03980  1.66088
H  -0.46091  -0.75128  3.22159
H  0.66477  0.33468  4.05721
H  1.32478  -1.17685  3.36684
H  2.57193  0.95861  2.79317
H  0.17650  -3.12844  1.10192
H  1.68669  -3.43365  -0.58169
H  2.69248  1.99981  -2.41195
H  0.66801  1.05127  -3.62323
H  -0.50895  3.15890  -0.93912
Gd  1.72145  -4.54208  -2.20465

Cartesian forces (eV/Å) of the 3 atoms listed first:
C 0.7 0.8 -1.4
C -1.4 0.0 0.9
C -1.6 0.1 -0.2

Total charge: +3
LUMO level (alpha / beta): -14.61 / -12.37 eV
Gap between HOMO and LUMO (alpha / beta): 4.16 / 5.65 eV
⟨S²⟩: 16.767
Highest occupied orbital energy (alpha / beta): -0.690 / -0.662 Ha
2S+1: 8

Atomic partial charges in e from the Mulliken method, atoms 1 to 2: C -1.33; C -0.59



[3]
C4H3O2Sr | ωB97M-V/def2-TZVPD

Cartesian coordinates (Å):
O  1.20791  1.31923  1.21600
C  0.22821  0.56312  0.68392
C  0.60100  -0.39206  -0.25896
C  -0.40129  -1.35130  -0.60509
C  -0.12667  -2.36467  -1.57194
O  0.73080  -3.27338  -1.48214
H  1.61885  -0.41087  -0.68373
H  -0.74764  -2.33827  -2.49515
Sr  -1.94614  -0.36964  0.95032
H  0.80687  2.05753  1.68825

Cartesian forces (eV/Å) of the 3 atoms listed first:
O 1.0 1.1 0.1
C -0.2 0.0 0.3
C -1.0 -0.7 0.4

Energy relative to the best compared isomer or geometry (same formula, charge and spin): 174.04 kJ/mol
Total charge: 0
LUMO level (alpha / beta): -1.17 / -1.21 eV
Gap between HOMO and LUMO (alpha / beta): 4.32 / 6.33 eV
⟨S²⟩: 0.773
Highest occupied orbital energy (alpha / beta): -0.202 / -0.277 Ha
2S+1: 2

Atomic partial charges in e from the Mulliken method, atoms 1 to 2: O -0.45; C -1.02



[4]
C3H4N2O3 | ωB97M-V/def2-TZVPD

Cartesian coordinates (Å):
C  1.12333  0.37703  -0.21259
C  -1.25813  0.95099  0.28183
C  -2.33291  -0.18997  -0.14366
H  0.28930  -1.62456  -0.22288
H  3.02918  -0.54484  -0.20319
H  -0.99285  2.27676  -0.02461
H  -1.31717  0.92639  1.67013
N  2.00044  -0.76172  -0.35943
N  -3.14467  -1.00575  -0.44958
O  1.34575  -1.95739  0.23986
O  1.31985  1.63521  -0.28974
O  -0.06212  -0.08213  -0.28613

Cartesian forces (eV/Å) of the 3 atoms listed first:
C 4.2 3.4 -1.6
C 0.6 -1.6 2.1
C -2.0 0.6 -0.7

Energy relative to the best compared isomer or geometry (same formula, charge and spin): 770.41 kJ/mol
Total charge: 0
LUMO level: -0.30 eV
Gap between HOMO and LUMO: 9.43 eV
Highest occupied orbital energy: -0.357 Ha
2S+1: 1

Atomic partial charges in e from the Mulliken method, atoms 1 to 2: C 0.69; C -0.34



[5]
C5H8N2O3 | ωB97M-V/def2-TZVPD

Cartesian coordinates (Å):
C  1.95312  -1.80006  0.49995
C  1.64925  -0.56181  1.17055
C  0.44995  -0.32373  1.71329
C  -0.19234  -2.53887  1.00930
C  -1.51623  3.37883  -1.89779
H  0.87515  -3.67930  -0.11186
H  2.52274  0.17492  1.19859
H  0.42104  0.56425  2.27076
H  -1.20409  -1.40215  2.12592
H  -1.52272  2.03718  -3.12086
H  -2.25944  4.06783  -1.60843
H  -1.01916  2.73229  -1.13589
H  -0.62518  4.11294  -1.95692
N  0.92433  -2.67505  0.31811
N  -0.46956  -1.29327  1.39007
O  3.06400  -2.26915  0.17483
O  -1.02711  -3.43079  0.99945
O  -2.02376  2.90592  -3.03908

Cartesian forces (eV/Å) of the 3 atoms listed first:
C 3.7 -3.1 -1.3
C 2.5 2.1 -0.1
C 2.9 -1.8 -2.4

Energy relative to the best compared isomer or geometry (same formula, charge and spin): 205.77 kJ/mol
SMILES: O=c1cc[nH]c(=O)[nH]1.CO
Total charge: 0
LUMO level: 0.11 eV
Gap between HOMO and LUMO: 10.03 eV
Highest occupied orbital energy: -0.365 Ha
2S+1: 1

Atomic partial charges in e from the Mulliken method, atoms 1 to 2: C 0.51; C -0.38



[6]
C5H9NO2 | ωB97M-V/def2-TZVPD

Cartesian coordinates (Å):
C  -1.99557  1.32966  0.07160
C  0.33386  -1.37470  1.12511
C  1.34887  0.41183  -0.57769
C  -0.95151  0.30744  -0.25204
N  1.76611  -0.67629  -1.26609
C  0.15452  0.07067  0.67709
O  -0.74682  -0.03047  -1.43548
O  1.92156  1.46670  -0.53530
H  2.54763  -0.53644  -1.88825
H  1.04882  -1.31285  -1.57795
H  0.18826  0.78022  1.50332
H  -1.53883  2.32090  0.03769
H  -2.78921  1.29424  -0.67310
H  -2.40183  1.16852  1.06826
H  -0.35423  -1.59919  1.94113
H  1.35479  -1.54791  1.46298
H  0.11359  -2.07232  0.31872

Cartesian forces (eV/Å) of the 3 atoms listed first:
C -0.7 -0.6 0.0
C -0.2 0.1 0.2
C 0.3 -0.1 3.8

Energy relative to the best compared isomer or geometry (same formula, charge and spin): 117.12 kJ/mol
SMILES: CC(=O)[C@@H](C)C(N)=O
Total charge: 0
LUMO level: 0.57 eV
Gap between HOMO and LUMO: 9.90 eV
Highest occupied orbital energy: -0.343 Ha
2S+1: 1

Atomic partial charges in e from the Mulliken method, atoms 1 to 2: C -1.30; C -1.35



[7]
C4H5NO | ωB97M-V/def2-TZVPD

Cartesian coordinates (Å):
C  -1.44447  -0.17097  0.02075
C  -0.02504  0.12762  0.39203
C  0.81646  -0.92349  0.28945
O  1.97479  -0.56787  -0.25782
N  1.96208  0.79724  -0.46096
C  0.79678  1.21271  -0.04515
H  -1.87575  -1.00317  0.58106
H  -2.09451  0.69477  0.03174
H  -1.35307  -0.51189  -1.01688
H  0.62657  -1.96670  0.49702
H  0.61886  2.28411  -0.02218

Cartesian forces (eV/Å) of the 3 atoms listed first:
C -0.4 0.1 0.0
C 0.1 -0.4 -0.7
C 0.1 0.0 0.0

Energy relative to the best compared isomer or geometry (same formula, charge and spin): 218.33 kJ/mol
SMILES: Cc1cnoc1
Total charge: 0
LUMO level: 0.93 eV
Gap between HOMO and LUMO: 10.33 eV
Highest occupied orbital energy: -0.345 Ha
2S+1: 1

Atomic partial charges in e from the Mulliken method, atoms 1 to 2: C -1.10; C 0.62



[8]
C3H7BrO3S | ωB97M-V/def2-TZVPD

Cartesian coordinates (Å):
C  1.27962  -1.26022  0.92532
C  -1.55585  0.83746  -1.17873
C  2.47036  -1.07447  0.29028
O  0.35157  1.60794  1.51334
O  -0.66215  3.23443  0.09322
O  -0.19607  1.01073  -0.90293
S  0.39324  2.27772  -0.00624
Br  3.15711  0.60028  -0.22689
H  0.88942  -2.26661  1.36565
H  0.61446  -0.47105  1.10122
H  -0.40437  1.84488  2.09863
H  -2.03952  1.89876  -1.19906
H  -2.02056  0.34809  -0.24354
H  -1.69360  0.20063  -1.99166
H  3.22328  -1.90657  0.25853

Cartesian forces (eV/Å) of the 3 atoms listed first:
C 1.5 -2.0 -0.4
C -2.0 2.5 4.2
C -1.0 -2.0 1.9

Total charge: 0
LUMO level: 0.64 eV
Gap between HOMO and LUMO: 10.01 eV
Highest occupied orbital energy: -0.344 Ha
2S+1: 1

Atomic partial charges in e from the Mulliken method, atoms 1 to 2: C -0.33; C -0.56